[1]
An isolated molecule of C4H5NO, computed with ωB97M-V with the def2-TZVPD basis set.

Geometry as XYZ:
```
11
Properties=species:S:1:pos:R:3:forces:R:3:lowdin_charge:R:1
O 2.238 -1.208 0.096 -0.1 0.2 0.1 0.084
C 1.216 -0.434 0.124 -0.1 0.0 -0.1 -0.566
N 0.494 -1.409 -0.521 0.0 0.0 0.0 0.256
C -1.485 0.130 -0.133 0.1 0.0 -0.1 0.011
C -0.534 1.093 -0.044 0.0 -0.1 -0.2 -0.170
C 0.804 0.830 0.400 0.0 0.0 -0.1 -0.042
H 0.346 -2.193 0.122 0.0 0.1 0.0 0.099
H -1.441 -0.781 0.455 0.0 0.1 0.0 0.056
H -2.388 0.285 -0.717 0.1 0.0 0.2 0.060
H -0.751 2.078 -0.455 0.0 -0.1 0.1 0.104
H 1.500 1.609 0.674 0.0 -0.1 0.1 0.106
```
Positions in Å, forces in eV/Å.

Properties
total charge = 0
Kohn-Sham gap (spin up / spin down) = 7.180 / 7.183 eV
HOMO (spin up / spin down) = -8.4876 / -8.4874 eV
electronic energy = -285.2415 Ha



[2]
The ion CH4NO2 with charge +1 in a non-equilibrium geometry, computed with ωB97M-V with the def2-TZVPD basis set.

Geometry as XYZ:
```
8
Properties=species:S:1:pos:R:3:forces:R:3:lowdin_charge:R:1
C 0.939 0.174 -0.130 -1.7 -2.7 -2.2 0.075
N -0.393 -0.200 0.323 1.1 0.8 1.7 0.113
O -2.616 -0.255 -0.111 3.2 0.4 -0.2 0.178
O -1.370 0.009 -0.460 -2.5 -0.5 0.5 0.069
H 1.282 -0.590 -0.810 0.2 -1.0 0.1 0.135
H 0.985 0.942 -0.795 -0.6 3.0 -1.4 0.095
H 1.615 0.273 0.613 1.7 0.3 2.8 0.089
H -0.442 -0.353 1.371 -1.3 -0.3 -1.3 0.248
```
Positions in Å, forces in eV/Å.

Properties
total charge = +1
Kohn-Sham gap (spin up / spin down) = 9.189 / 8.899 eV
HOMO (spin up / spin down) = -18.0332 / -17.5549 eV
electronic energy = -245.1781 Ha



[3]
An isolated molecule of C3H6S in a non-equilibrium geometry, computed with ωB97M-V with the def2-TZVPD basis set.

Geometry as XYZ:
```
10
Properties=species:S:1:pos:R:3:forces:R:3:lowdin_charge:R:1
C -0.798 -0.075 -0.262 4.5 1.6 -3.5 -0.188
C 0.396 1.278 0.028 -1.9 -1.5 -1.3 -0.354
S 1.618 -0.142 0.101 1.7 2.4 -0.3 0.759
C 0.204 -1.148 0.108 0.2 -1.9 2.2 -0.607
H -1.558 0.017 0.375 -3.2 0.4 2.2 0.024
H -1.081 -0.246 -1.343 0.1 0.9 1.2 0.111
H 0.468 2.231 -0.659 0.1 -2.5 0.8 0.086
H 0.223 1.663 1.026 -0.1 -0.1 0.2 0.020
H 0.087 -1.574 1.166 -0.3 0.5 -1.4 0.089
H 0.440 -2.004 -0.538 -0.9 0.2 -0.1 0.061
```
Positions in Å, forces in eV/Å.

Properties
total charge = 0
SMILES = C1CSC1
Kohn-Sham gap = 9.355 eV
HOMO = -8.3388 eV
electronic energy = -516.0101 Ha



[4]
A cluster of 4 separate species, C4H17NO4 in total in a non-equilibrium geometry, computed with ωB97M-V with the def2-TZVPD basis set.

Geometry as XYZ:
```
26
Properties=species:S:1:pos:R:3:forces:R:3:lowdin_charge:R:1
C 0.738 -1.441 -1.900 0.2 -0.1 -0.4 -0.080
O 0.291 -0.308 -1.186 0.4 -0.2 0.3 -0.227
C -0.515 0.552 -1.934 -0.5 1.0 -0.1 -0.216
C -0.943 1.740 -1.082 -1.0 0.1 0.6 -0.411
C -1.554 1.303 0.263 0.4 -0.9 -0.3 -0.055
N -1.980 2.509 -1.820 0.5 -0.1 0.0 0.022
H -0.108 -1.826 -2.473 0.2 -0.3 -0.1 0.091
H 1.135 -2.207 -1.236 -0.4 0.2 0.4 0.092
H 1.587 -1.216 -2.556 -0.3 0.3 -0.2 0.095
H -0.012 0.962 -2.818 0.1 -0.3 -0.1 0.136
H -1.448 0.066 -2.260 0.2 -0.3 -0.1 0.129
H -0.105 2.418 -0.916 0.1 -0.1 0.0 0.138
H -2.456 0.725 0.038 -0.2 0.2 0.1 0.084
H -1.798 2.154 0.897 -0.1 0.1 0.0 0.077
H -0.935 0.602 0.829 0.2 0.3 0.0 0.056
H -2.428 3.088 -1.118 -0.1 0.3 -0.2 0.062
H -2.711 1.874 -2.128 0.1 -0.1 0.0 0.063
O 1.690 -0.405 1.225 -0.1 0.1 0.1 -0.075
H 1.074 -0.858 1.822 -0.1 0.1 -0.2 -0.001
H 1.162 -0.181 0.440 0.2 -0.1 0.1 0.010
O -0.299 -1.950 2.574 0.0 -0.2 0.1 -0.044
H 0.304 -2.657 2.837 0.0 0.0 0.0 0.060
H -0.890 -1.837 3.325 0.0 0.1 0.0 0.056
O 3.645 -1.343 3.033 -0.1 0.0 0.0 -0.078
H 3.336 -0.910 3.833 0.1 0.0 0.0 0.025
H 3.220 -0.853 2.309 0.0 -0.1 0.0 -0.007
```
Positions in Å, forces in eV/Å.

Properties
total charge = 0
SMILES = COC[C@H](C)N.O.O.O
Kohn-Sham gap = 10.006 eV
HOMO = -9.5718 eV
electronic energy = -518.2949 Ha